Formula: C8H11N2O2
Source: the Open Molecules 2025 dataset
Level of theory: the ωB97M-V functional and the def2-TZVPD basis

XYZ file:
```
23
C8H11N2O2 (the ωB97M-V functional and the def2-TZVPD basis)
O 1.726 -0.189 0.902
O -0.440 3.005 0.490
N -1.253 -0.006 -1.071
N -0.808 0.590 1.106
C -0.477 0.863 -0.348
C -1.868 -1.139 -0.237
C 3.548 -0.024 -0.429
C 1.467 0.499 -0.225
C 3.078 -0.479 0.751
C -2.077 -0.314 1.057
C 2.504 0.715 -1.048
C -0.332 2.358 -0.527
H 2.430 1.170 -2.095
H -3.080 0.120 1.019
H -2.033 -0.912 1.948
H 0.059 0.191 1.550
H -1.321 0.055 -2.115
H -2.737 -1.345 -0.759
H 3.554 -0.998 1.574
H -1.086 1.602 1.369
H 4.588 -0.113 -0.820
H -0.037 2.818 -1.509
H -1.369 -2.034 -0.212
```

The HOMO-LUMO gap (alpha / beta) is 7.2 / 5.3 eV. Its net charge is +1. The multiplicity is 3. The energy above the lowest of the compared OMol25 structures with the same formula, charge and spin is 282.3 kJ/mol. The calculation puts the LUMO energy (alpha / beta) at -2.70 / -7.18 eV. The value obtained for the HOMO energy (alpha / beta) is -9.88 / -12.46 eV.